1.
{"formula": "C25H37MnN2S", "method": "the ωB97M-V functional and the def2-TZVPD basis", "homo_energy_ev": [-9.96, -10.20], "lumo_ev": [-3.13, -2.72], "total_charge": 1, "multiplicity": 4, "gap_ev": [6.827, 7.481], "elements": ["C", "C", "C", "C", "C", "Mn", "C", "C", "H", "C", "H", "H", "C", "H", "H", "H", "C", "H", "H", "H", "C", "H", "H", "H", "C", "H", "H", "H", "C", "H", "H", "H", "C", "H", "H", "H", "C", "H", "H", "H", "C", "C", "C", "C", "H", "C", "H", "C", "H", "H", "H", "S", "C", "N", "C", "C", "C", "N", "H", "H", "H", "H", "H", "H", "H", "H"], "positions_angstrom": [[0.9025, -2.1684, 0.5365], [1.2944, -1.2962, -0.5310], [0.4384, -1.5540, -1.6578], [-0.5330, -2.5445, -1.2632], [-0.2808, -2.8918, 0.1270], [-0.8078, -0.8898, 0.0441], [-3.5771, 0.9080, -1.4696], [-3.3693, 0.2951, -0.2765], [-3.6040, 0.8344, 0.6574], [-2.8709, -1.0796, -0.1107], [-3.1825, -1.7635, -0.9140], [-3.0592, -1.5010, 0.8953], [-3.9419, 2.3624, -1.5103], [-3.3986, 2.9327, -0.7426], [-3.7112, 2.8049, -2.4874], [-5.0155, 2.5370, -1.3229], [-3.4112, 0.1885, -2.7739], [-2.4201, -0.2897, -2.8880], [-4.1546, -0.6147, -2.9303], [-3.5235, 0.8721, -3.6263], [2.5355, -0.4732, -0.5498], [2.7101, 0.0019, 0.4247], [3.4244, -1.0846, -0.7824], [2.4774, 0.3359, -1.2856], [0.6754, -1.0653, -3.0424], [1.0374, -0.0290, -3.0418], [1.4345, -1.6769, -3.5597], [-0.2404, -1.1093, -3.6456], [-1.4847, -3.2373, -2.1709], [-1.7924, -2.5843, -2.9989], [-1.0328, -4.1381, -2.6181], [-2.3833, -3.5643, -1.6342], [-1.0206, -3.8867, 0.9450], [-2.0520, -3.9942, 0.5870], [-0.5458, -4.8783, 0.9111], [-1.0601, -3.5714, 1.9971], [1.7070, -2.4502, 1.7504], [1.0793, -2.7762, 2.5879], [2.4327, -3.2580, 1.5528], [2.2862, -1.5732, 2.0655], [2.2935, 2.8670, -1.4473], [0.9148, 3.0696, -1.9390], [3.4548, 3.0208, -2.1114], [0.9397, 2.9276, -3.3634], [-0.1034, 3.2457, -1.6052], [3.3436, 3.2163, -3.5368], [4.4321, 2.9886, -1.6199], [2.0982, 3.0842, -4.1508], [-0.0129, 2.7545, -3.8878], [4.2260, 3.4366, -4.1401], [1.9996, 3.0878, -5.2459], [-1.0136, -0.1821, 2.2039], [0.2202, 0.3440, 3.3115], [0.6527, 1.6173, 3.2657], [1.0962, 2.3071, 4.4844], [1.9475, 1.3590, 5.3005], [1.2163, 0.0619, 5.5630], [0.6550, -0.4533, 4.3062], [0.2049, 2.1758, 2.5433], [0.2174, 2.6300, 5.0622], [1.6531, 3.1922, 4.1725], [2.2057, 1.8294, 6.2521], [2.8817, 1.1542, 4.7685], [0.3985, 0.2167, 6.2814], [1.8848, -0.7027, 5.9659], [0.2319, -1.3774, 4.3185]], "forces_ev_per_angstrom": [[-0.277, -0.139, -1.379], [-0.268, -1.201, -0.157], [-0.020, -0.510, 0.915], [0.931, -0.070, 0.645], [0.807, 0.403, -0.995], [-0.637, 0.275, -0.207], [0.435, -0.246, 0.899], [-0.036, 0.289, -0.133], [0.340, -0.013, -0.565], [0.415, -0.417, 0.190], [0.133, 0.194, 0.426], [-0.250, 0.063, -0.543], [-0.350, 0.543, 0.070], [-0.158, -0.179, -0.195], [-0.044, -0.081, 0.225], [0.288, -0.123, -0.147], [0.134, -0.347, -0.729], [-0.301, 0.188, 0.201], [0.202, 0.263, 0.242], [0.029, -0.131, 0.262], [0.273, 0.435, 0.101], [0.011, -0.097, -0.190], [-0.345, 0.124, 0.050], [0.024, -0.236, 0.124], [-0.109, 0.418, -0.406], [-0.096, -0.205, -0.052], [-0.241, 0.119, 0.283], [0.231, 0.054, 0.115], [-0.440, -0.118, -0.293], [-0.003, -0.209, 0.237], [-0.001, 0.305, 0.205], [0.180, 0.056, -0.183], [-0.258, -0.269, 0.274], [0.231, -0.011, 0.125], [-0.088, 0.234, -0.034], [-0.033, -0.100, -0.259], [0.135, 0.189, 0.622], [0.148, 0.033, -0.157], [-0.304, 0.243, -0.063], [-0.142, -0.193, -0.009], [-3.875, 1.508, 0.612], [3.373, -1.419, -2.604], [0.220, 0.114, -1.700], [-0.362, 0.521, 0.482], [0.596, -0.416, 1.279], [-0.199, -0.300, 0.522], [-0.387, 0.016, -0.181], [0.250, -0.331, 0.468], [0.349, 0.434, 0.273], [-0.172, -0.178, 0.256], [0.130, 0.078, 0.624], [-0.175, 0.373, 0.914], [0.490, 0.078, 0.109], [-0.713, -0.381, -0.016], [-0.015, 0.066, -0.145], [0.482, 0.131, 0.105], [-0.145, -0.174, 0.062], [-0.843, 0.271, -0.564], [0.169, -0.202, 0.248], [0.165, -0.015, -0.166], [-0.021, -0.102, 0.140], [-0.001, -0.070, -0.093], [-0.083, 0.040, 0.039], [0.155, -0.075, -0.141], [-0.064, 0.151, -0.028], [0.131, 0.348, -0.009]]}

=====

2.
{"formula": "C25H37MoN8O4PS3SbSe", "method": "the ωB97M-V functional and the def2-TZVPD basis", "homo_energy_ev": [-1.35, -1.40], "lumo_ev": [4.05, 4.05], "total_charge": -2, "multiplicity": 2, "gap_ev": [5.401, 5.448], "elements": ["Mo", "S", "Sb", "S", "S", "N", "N", "C", "O", "O", "H", "H", "H", "N", "P", "N", "C", "C", "C", "C", "C", "N", "C", "C", "C", "C", "C", "N", "C", "C", "C", "C", "C", "H", "H", "H", "H", "H", "H", "H", "H", "H", "H", "H", "H", "H", "H", "H", "H", "H", "H", "H", "H", "H", "H", "H", "H", "H", "H", "H", "H", "H", "H", "O", "C", "N", "C", "O", "C", "C", "C", "C", "C", "C", "H", "H", "H", "H", "Se", "C", "N"], "positions_angstrom": [[2.1562, -1.2706, 0.7271], [5.4555, -5.2219, 1.5933], [4.7057, -3.4717, 0.3131], [2.2315, -3.6164, 0.2497], [4.1932, -1.5926, 1.9153], [5.7080, -0.3628, -0.9787], [4.8232, 0.3844, -1.7702], [3.4596, 0.1489, -1.6856], [2.7095, 0.9449, -2.2562], [3.0937, -0.9316, -1.0758], [5.7087, -0.0044, -0.0270], [6.6283, -0.3215, -1.3925], [5.0147, 1.3702, -1.8839], [0.4574, -1.0443, 0.0710], [-0.9870, -0.7613, -0.5102], [-0.9582, 0.2074, -1.8663], [-0.3538, 1.5489, -1.6791], [-0.6658, 2.4125, -2.8905], [-0.0722, 1.7778, -4.1440], [-0.5964, 0.3524, -4.2921], [-0.3289, -0.4564, -3.0306], [-1.6486, -2.1988, -0.9761], [-3.0425, -2.1950, -1.4193], [-3.3829, -3.5414, -2.0402], [-3.2625, -4.6652, -1.0046], [-2.0646, -4.4260, -0.0651], [-1.0392, -3.5020, -0.7022], [-2.1276, -0.0987, 0.4771], [-2.2482, -0.7580, 1.7903], [-2.4980, 0.2699, 2.8802], [-3.8154, 1.0174, 2.6336], [-4.0850, 1.1699, 1.1283], [-2.7763, 1.1997, 0.3497], [0.7289, 1.4418, -1.5741], [-0.7272, 2.0002, -0.7670], [-0.2575, 3.4136, -2.7291], [-1.7539, 2.5093, -2.9988], [1.0152, 1.7429, -4.0314], [-0.3012, 2.3711, -5.0348], [-0.1176, -0.1501, -5.1370], [-1.6760, 0.3686, -4.4856], [0.7507, -0.5444, -2.8623], [-0.7425, -1.4609, -3.1264], [-3.1899, -1.3874, -2.1417], [-3.7194, -1.9931, -0.5756], [-2.6986, -3.7218, -2.8735], [-4.3909, -3.5048, -2.4607], [-3.1615, -5.6245, -1.5184], [-4.1862, -4.7202, -0.4214], [-1.5797, -5.3658, 0.2021], [-2.3991, -3.9693, 0.8701], [-0.6394, -3.9451, -1.6220], [-0.1847, -3.3580, -0.0464], [-1.3318, -1.3106, 2.0056], [-3.0733, -1.4873, 1.7628], [-1.6547, 0.9630, 2.8820], [-2.4919, -0.2327, 3.8465], [-3.7699, 2.0021, 3.1063], [-4.6483, 0.4855, 3.1032], [-4.6577, 2.0772, 0.9193], [-4.6800, 0.3279, 0.7608], [-2.1369, 2.0021, 0.7345], [-2.9685, 1.3883, -0.7076], [0.1506, 1.5101, 1.4660], [1.3422, 1.7597, 1.5517], [2.4148, 0.9887, 1.1526], [3.5753, 1.7128, 1.3721], [4.7075, 1.4561, 1.0001], [3.2248, 2.9958, 2.0801], [4.0140, 4.0213, 2.5578], [3.3620, 5.1030, 3.1456], [1.9718, 5.1452, 3.2304], [1.1907, 4.1056, 2.7317], [1.8535, 3.0389, 2.1612], [5.0927, 3.9738, 2.4801], [3.9405, 5.9266, 3.5479], [1.4970, 6.0008, 3.6965], [0.1095, 4.1217, 2.7905], [-0.1295, -1.6251, 5.2424], [0.7037, -1.4941, 3.6529], [1.2304, -1.4218, 2.6218]], "forces_ev_per_angstrom": [[0.274, -0.296, -0.895], [-0.072, 0.040, -0.005], [0.115, -0.067, 0.128], [-0.008, 0.224, 0.035], [-0.117, 0.161, -0.005], [0.008, 0.033, 0.043], [0.084, -0.068, -0.136], [0.092, -0.074, -0.039], [-0.071, 0.063, 0.015], [-0.082, -0.014, 0.217], [0.021, -0.007, -0.015], [-0.044, -0.036, -0.011], [-0.053, -0.009, 0.068], [0.020, 0.077, 0.233], [0.062, 0.008, -0.026], [-0.047, 0.006, -0.048], [0.004, -0.018, 0.021], [-0.026, 0.003, -0.005], [0.021, 0.002, -0.009], [0.005, -0.010, 0.000], [-0.002, -0.019, 0.002], [-0.042, -0.053, 0.001], [0.018, 0.000, 0.032], [-0.011, 0.013, -0.013], [-0.010, 0.002, 0.004], [0.014, -0.017, -0.001], [0.056, 0.027, -0.031], [0.155, 0.098, 0.083], [-0.034, -0.037, 0.024], [0.004, 0.019, 0.020], [-0.013, -0.020, 0.016], [-0.008, 0.006, -0.011], [-0.069, -0.050, -0.098], [0.035, 0.008, 0.000], [-0.058, -0.004, 0.044], [0.025, -0.007, -0.010], [0.006, 0.021, 0.007], [-0.001, 0.000, 0.000], [-0.021, -0.006, 0.003], [0.005, 0.007, -0.005], [0.000, 0.007, 0.005], [0.005, 0.009, -0.022], [-0.010, 0.016, 0.001], [0.002, 0.004, -0.010], [-0.009, -0.005, -0.004], [0.002, -0.003, 0.001], [-0.005, -0.007, 0.008], [0.009, 0.002, -0.008], [0.001, -0.007, 0.002], [-0.007, -0.004, 0.002], [-0.003, 0.018, -0.006], [-0.014, -0.006, -0.009], [-0.045, -0.001, -0.011], [-0.008, 0.037, -0.001], [0.013, -0.001, -0.004], [-0.027, -0.036, -0.005], [-0.004, 0.016, 0.012], [0.008, 0.006, 0.000], [0.000, -0.005, -0.003], [0.005, 0.007, 0.007], [0.005, -0.002, 0.000], [-0.001, 0.014, 0.020], [0.041, 0.013, -0.014], [0.287, 0.022, -0.034], [-0.127, -0.071, 0.209], [-0.165, -0.002, 0.173], [0.326, -0.037, -0.388], [-0.459, 0.099, 0.258], [0.008, 0.009, -0.036], [-0.024, -0.011, 0.001], [0.027, 0.006, 0.004], [-0.018, 0.017, 0.010], [0.019, -0.010, -0.019], [0.017, -0.017, 0.002], [-0.004, -0.001, 0.000], [0.001, -0.003, -0.005], [-0.003, -0.006, -0.004], [0.003, -0.008, 0.001], [0.033, 0.016, -0.070], [0.015, -0.026, 0.034], [-0.128, -0.055, 0.269]]}

=====

3.
{"formula": "C25H37N2O10", "method": "the ωB97M-V functional and the def2-TZVPD basis", "homo_energy_ev": -11.63, "lumo_ev": -5.39, "total_charge": 1, "gap_ev": 6.237, "elements": ["N", "C", "C", "C", "C", "C", "N", "C", "C", "C", "C", "O", "O", "H", "H", "H", "H", "H", "H", "H", "H", "H", "H", "H", "H", "H", "O", "C", "O", "C", "C", "C", "H", "H", "H", "H", "H", "H", "O", "C", "O", "C", "C", "C", "H", "H", "H", "H", "H", "H", "O", "C", "O", "C", "C", "C", "H", "H", "H", "H", "H", "H", "O", "C", "O", "C", "C", "C", "H", "H", "H", "H", "H", "H"], "positions_angstrom": [[0.5075, -0.5331, 0.3953], [0.0827, -0.9104, -1.0321], [-0.0161, 0.3954, -2.0184], [-1.4514, 0.5798, -2.7887], [-2.7543, 0.3438, -1.8027], [-3.7717, -0.9026, -2.2509], [-4.9778, -1.2236, -1.3718], [-5.2803, -0.4489, -0.0763], [-4.3505, 0.8319, 0.4515], [-3.0075, 1.2629, -0.4343], [-1.9726, 2.4882, 0.0101], [-2.0862, 3.7036, -0.5893], [-0.8933, 2.3452, 1.0058], [0.8622, 0.4513, 0.4101], [-0.2767, -0.6753, 1.0737], [0.9315, -1.6426, -1.4224], [-0.8923, -1.5528, -0.9538], [0.8381, 0.2551, -2.8399], [0.1773, 1.4079, -1.4252], [-1.5245, 1.7170, -3.1444], [-1.4588, -0.0743, -3.7606], [-3.5712, -1.5607, -3.2255], [-5.5814, -2.0327, -1.7068], [-6.2097, -0.7891, 0.5511], [-4.5840, 1.4341, 1.4402], [-1.0753, 1.5597, 1.6326], [-0.1546, -0.6337, 3.7702], [0.9460, -0.8245, 4.2605], [1.2327, -0.6818, 5.5877], [2.6320, -0.8764, 5.7881], [3.0960, -1.6789, 4.6009], [2.1823, -1.2003, 3.5011], [3.1167, 0.1041, 5.8422], [2.7993, -1.4070, 6.7299], [4.1576, -1.5432, 4.3779], [2.9224, -2.7463, 4.7839], [2.5782, -0.3121, 3.0008], [1.9754, -1.9926, 2.7781], [4.6118, 0.1747, 0.7875], [4.4106, 1.3729, 0.8967], [4.8284, 2.1306, 1.9529], [4.3273, 3.4582, 1.8040], [4.0386, 3.6119, 0.3337], [3.6378, 2.2161, -0.0719], [3.4263, 3.5624, 2.4177], [5.0767, 4.1761, 2.1499], [3.2755, 4.3654, 0.1212], [4.9549, 3.8994, -0.1962], [2.5685, 2.0407, 0.0756], [3.9278, 1.9989, -1.1025], [3.4914, 2.7171, -3.5299], [3.0212, 2.1611, -4.5086], [2.1318, 1.1266, -4.4532], [1.8816, 0.6528, -5.7755], [2.2427, 1.7990, -6.6837], [3.3630, 2.4742, -5.9338], [2.5037, -0.2306, -5.9536], [0.8292, 0.3708, -5.8732], [2.5212, 1.4787, -7.6912], [1.3922, 2.4861, -6.7700], [4.3355, 2.0350, -6.1730], [3.3708, 3.5524, -6.1097], [-6.5772, -4.2101, 0.7221], [-5.7230, -3.9392, 1.5498], [-5.8389, -2.9452, 2.4786], [-4.6158, -2.8388, 3.2056], [-3.9390, -4.1746, 3.0431], [-4.3865, -4.6067, 1.6696], [-4.0266, -2.0197, 2.7801], [-4.8289, -2.6143, 4.2548], [-2.8525, -4.1229, 3.1532], [-4.3220, -4.8781, 3.7923], [-3.7248, -4.2248, 0.8872], [-4.4807, -5.6929, 1.6017]], "forces_ev_per_angstrom": [[-1.129, 0.292, -0.976], [0.834, -0.406, 0.364], [0.210, -0.156, -0.262], [-0.186, 1.076, 0.276], [-1.760, -1.216, 0.749], [-0.166, 2.772, 3.632], [3.063, 3.265, 0.967], [2.746, 1.558, -1.328], [1.515, -2.074, -3.717], [-2.625, -3.802, -0.778], [0.611, 6.216, -2.009], [0.590, -8.790, 3.900], [-4.045, -1.394, -1.712], [-0.636, -1.342, 0.158], [1.130, 0.437, -0.767], [-1.871, 1.601, 0.542], [1.633, 1.341, -0.349], [-2.079, 0.712, 1.814], [-0.213, -2.300, -1.162], [0.102, -2.473, 0.738], [-0.474, 1.009, 2.078], [-0.620, 1.632, 2.498], [0.768, 1.429, 1.017], [1.983, 0.554, -1.504], [0.240, -1.622, -2.284], [0.330, 1.360, -1.447], [0.839, -0.058, 0.933], [-1.009, 0.461, -0.401], [-0.964, -0.028, -0.962], [0.719, -0.006, 0.584], [0.759, -0.489, -0.111], [0.205, -0.457, -0.048], [-0.079, -0.069, 0.000], [-0.248, 0.231, -0.084], [-0.167, -0.001, 0.087], [0.064, 0.168, 0.004], [-0.092, -0.111, -0.136], [-0.095, 0.470, -0.139], [-0.047, 1.847, 0.662], [0.128, -2.068, -0.077], [0.041, -0.825, -0.355], [0.005, 0.719, 0.367], [-0.132, 0.749, -0.532], [0.244, 0.301, -0.441], [0.056, -0.016, -0.012], [-0.076, -0.303, 0.115], [0.150, -0.061, 0.084], [-0.179, -0.022, 0.089], [0.039, -0.093, -0.080], [-0.317, -0.225, 0.183], [-1.197, -1.234, -1.215], [1.269, 1.040, 1.687], [0.321, 0.538, 0.444], [-0.304, -0.614, -0.458], [-0.261, 0.194, -0.897], [-0.218, 0.242, -0.375], [-0.056, 0.066, 0.042], [0.158, -0.027, 0.234], [-0.107, -0.016, 0.167], [0.117, -0.139, -0.023], [0.004, 0.158, 0.110], [0.333, -0.197, 0.213], [0.991, 0.982, 1.329], [-1.274, -0.441, -1.457], [-0.505, -0.365, -0.787], [0.421, 0.401, 0.720], [0.692, -0.413, 0.496], [0.185, -0.394, 0.366], [-0.012, -0.019, 0.019], [-0.145, 0.098, -0.291], [-0.184, 0.063, 0.057], [0.092, 0.156, -0.106], [-0.085, -0.121, -0.072], [-0.029, 0.247, -0.373]]}

=====

no.,molar mass (g mol⁻¹),F_max (eV/Å)
1,452.6,4.491
2,937.5,0.982
3,525.6,9.634